{
  "formula": "C11H29BrMnNO4",
  "method": "ωB97M-V with the def2-TZVPD basis set",
  "elements": ["H", "C", "H", "H", "H", "C", "C", "H", "H", "H", "O", "H", "C", "O", "H", "H", "H", "C", "H", "H", "Mn", "O", "H", "H", "N", "C", "O", "H", "H", "H", "H", "H", "H", "H", "H", "H", "H", "C", "C", "H", "C", "C", "H", "Br", "H", "H", "C"],
  "coordinates": [[4.16119, -1.62136, -2.26999], [1.01949, 3.35145, -2.61366], [3.55822, -0.17194, -3.10479], [-1.79687, -0.68121, 3.71843], [-1.12820, 0.39418, -0.59314], [-0.43886, 2.74029, 1.52301], [-2.87380, -1.57521, 1.67107], [1.67080, -1.37864, -3.55173], [1.25581, -1.09567, 3.13712], [0.72093, 1.04397, -0.30154], [1.48454, 2.02589, -2.86981], [0.41521, 3.42340, -1.70935], [-0.06351, 1.20932, 1.57746], [2.38991, -1.91095, -3.20373], [-0.08868, 1.58486, 3.78864], [0.73036, 1.47418, -3.08992], [-0.97390, -2.19421, 3.55300], [3.27154, -1.03896, -2.50965], [1.90810, 1.71373, 0.76289], [-3.37284, -1.07633, 2.50184], [-3.04352, 0.48962, -4.83944], [-1.76360, 0.68857, 0.06352], [-0.62366, -3.73990, -4.83614], [0.46354, 3.33053, 1.68235], [-1.24893, 0.37023, 1.28264], [-0.62647, -2.10452, 0.79299], [-1.35506, -3.69676, -4.22017], [-0.99643, 2.94680, 0.60946], [1.75037, 4.08929, -2.28276], [-0.44495, -3.06088, 1.28342], [0.38416, -1.80332, 0.51728], [-1.19787, -2.18170, -0.13203], [-2.91680, -2.64877, 1.85475], [2.92345, -0.71996, -1.52721], [-1.37267, -2.78412, -3.93206], [-3.41773, -1.37813, 0.74728], [0.55081, -0.60839, 4.60685], [-0.98488, -1.17004, 3.18009], [0.42521, 0.94457, 3.07167], [0.42144, 3.80625, -3.40335], [0.41403, -0.52459, 3.52872], [1.13336, 0.94934, 0.70297], [1.60728, -0.01250, 0.89885], [-0.98761, -0.35315, -3.32594], [1.48547, 1.14876, 3.22087], [-1.08743, 2.90373, 2.38367], [-1.34093, -1.09776, 1.65556]],
  "mulliken_charge": [0.305, -0.542, 0.247, 0.438, 0.383, -1.620, -1.548, 0.235, 0.324, 0.456, -0.309, 0.066, 1.438, -0.436, 0.433, 0.191, 0.483, -0.303, 0.482, 0.419, 1.199, -0.342, 0.333, 0.397, 0.504, -1.405, -0.561, 0.335, 0.318, 0.378, 0.297, 0.451, 0.411, -0.002, 0.267, 0.388, 0.449, -1.199, -1.068, 0.323, -0.752, -1.703, 0.318, -0.361, 0.343, 0.465, 1.076],
  "total_energy_ev": -122898.008,
  "total_charge": 2,
  "homo_ev": [-14.84, -14.84],
  "spin_multiplicity": 7,
  "homo_lumo_gap_ev": [3.87, 3.97],
  "lumo_energy_ev": [-10.96, -10.87]
}